# 1
ORCA calculation (ωB97M-V with the def2-TZVPD basis set) on the molecule C4H6O at a distorted geometry.

The geometry in XYZ format:
```
11
Properties=species:S:1:pos:R:3
O 2.64769 0.49298 -0.00245
C -0.57853 0.48471 -0.17159
C -1.70189 0.14223 0.42691
C 0.62056 -0.64623 -0.60720
C 1.60995 -0.03679 0.29178
H -0.41209 1.45780 -0.61240
H 1.03205 0.34093 1.20433
H 0.93053 -0.64065 -1.65114
H -1.83501 -0.81729 0.90332
H 0.24157 -1.58207 -0.20328
H -2.55483 0.80439 0.42172
```

Values from the calculation:
spin multiplicity	1
calculated total energy	-231.17088	a.u.
SMILES string	C=CCC=O
largest force on an atom	3.44	eV/Å
gap between HOMO and LUMO	0.38894	Eh
highest occupied orbital energy	-9.7101	eV
E_LUMO	0.874	eV

# 2
ORCA calculation (ωB97M-V with the def2-TZVPD basis set) on a cluster of 9 separate species, C28H66N12O11PS in total at a distorted geometry.

The geometry in XYZ format:
```
119
Properties=species:S:1:pos:R:3
S -6.83095 -4.30275 -5.89544
P -2.00658 -4.20324 -3.09605
O -2.98815 0.19909 7.19720
O -1.73747 6.33588 -1.22586
O -6.54426 -5.70148 -6.01993
O 3.90832 0.09280 5.57607
O -2.53740 -4.38825 -1.57317
O -1.46823 -1.83528 2.08759
O 0.78810 -4.33864 -2.05688
O -6.94633 -3.48632 -7.05301
O 2.27825 0.19547 -1.19153
O 5.29079 2.58193 -4.84271
O -1.86732 0.64191 -2.61059
N -2.57667 -1.87845 7.93770
N 4.41993 -1.97056 6.29809
N -2.95159 2.48165 -1.93036
N 0.16660 -0.67355 3.09562
N -4.48453 -4.47482 -4.53417
N 7.03585 2.11847 -6.17027
N 2.50159 -3.31148 -1.06736
N -5.27851 -2.43765 -4.54987
N 2.40208 1.79480 -2.75628
N -3.59347 -3.69981 -3.86855
N -3.50674 -1.43105 -3.23375
N -1.33550 8.51488 -0.89225
C -1.97183 -5.92436 -3.63838
C 7.41290 2.36167 -3.76056
C 4.39042 -0.61900 6.44200
C 6.48975 2.36512 -4.95601
C 4.95049 -2.96136 7.21585
C -2.10928 1.45615 -1.71382
C -2.08550 -0.58307 4.03817
C -1.50951 9.94382 -1.08031
C -8.20164 -4.07206 -4.82189
C 4.97888 -0.04440 7.70996
C 1.86115 -0.47995 -3.45676
C -5.46020 -3.67739 -4.93924
C -4.11781 -2.45341 -3.87327
C 0.75901 0.20347 4.09575
C 1.20077 -3.66034 -1.11305
C 8.42398 1.84352 -6.49368
C -3.07273 7.86853 -2.49368
C -1.48130 1.33885 -0.34834
C 2.34203 2.36703 -4.09517
C -2.09299 -2.88605 8.86254
C 0.29889 -3.14985 -0.01844
C 2.20187 0.51815 -2.37636
C -1.91794 0.03203 9.33029
C -2.00178 7.50047 -1.49230
C 3.19180 -2.52226 -0.06132
C -1.11900 -1.08795 2.99440
C -2.53760 -0.52457 8.06901
C -3.34997 3.53062 -0.99988
H -0.88669 2.22314 -0.12112
H -2.86490 3.38785 -0.04171
H -3.05897 4.50328 -1.38846
H -2.24693 1.22461 0.42054
H -0.83366 0.47046 -0.33257
H -1.48171 -6.01334 -4.60146
H 4.01849 -2.29300 5.43236
H 1.57067 3.13992 -4.12669
H -4.38752 -5.46427 -4.71529
H 4.87913 1.03488 7.66931
H -2.91646 -6.46506 -3.62369
H -3.00761 -2.18841 7.08130
H -3.75731 -1.19337 -2.29245
H -4.43139 3.50572 -0.85401
H -2.14807 0.50433 4.01913
H 3.03828 -3.64369 -1.85319
H -3.06782 -0.99404 3.82915
H 4.16844 -3.65599 7.52609
H 6.36825 2.13724 -6.92482
H -8.94416 -3.48557 -5.34687
H -2.65184 8.43731 -3.32268
H 5.35148 -2.47923 8.09999
H 3.30477 2.80457 -4.34247
H -2.90891 -3.53314 9.18736
H -1.78146 -0.88847 5.03843
H 6.03482 -0.29954 7.80061
H -1.33047 -3.50737 8.39010
H 5.74949 -3.53410 6.74315
H -2.28930 10.13727 -1.80792
H 0.28744 -2.06056 -0.01615
H -1.33005 -6.37899 -2.88740
H -3.32984 2.51067 -2.86436
H 0.01128 0.51841 4.81543
H 2.09949 1.60233 -4.82379
H -3.50700 6.95296 -2.88151
H 2.66490 -0.54392 -4.19136
H -1.96497 1.11448 9.27973
H -1.65914 -2.41625 9.73791
H -0.63539 8.20532 -0.23688
H 0.61502 -3.49824 0.96386
H 0.93964 -0.19045 -3.96264
H -8.55397 -5.05569 -4.54001
H 8.81206 2.59502 -7.18200
H 1.17830 1.08830 3.61649
H 2.62720 2.41244 -1.99209
H -0.70590 -3.50557 -0.19838
H 2.51175 -2.23474 0.73029
H 3.59125 -1.61791 -0.51140
H 1.56570 -0.30594 4.62157
H -0.58414 10.39773 -1.43640
H -3.44486 -4.70803 -1.50516
H 9.03014 1.85470 -5.59515
H -7.89247 -3.53686 -3.93043
H -1.78728 10.42192 -0.14042
H 4.45184 -0.41673 8.58877
H 8.52048 0.86434 -6.96409
H 0.76726 -1.02906 2.36900
H -3.85781 8.46160 -2.02454
H -2.46069 -0.30546 10.21344
H 1.71809 -1.45374 -2.99732
H -0.87532 -0.27407 9.42113
H 7.89320 1.39027 -3.64209
H 8.18487 3.12444 -3.86264
H 6.82246 2.57320 -2.87543
H -2.81290 -0.82704 -3.65135
H 4.01004 -3.10788 0.36345
```

Values from the calculation:
spin multiplicity	1
net charge	+1
calculated total energy	-3330.64927	a.u.
largest force on an atom	1.35	eV/Å
gap between HOMO and LUMO	0.27824	Eh
highest occupied orbital energy	-10.4434	eV
E_LUMO	-2.872	eV

E_LUMO of number 1 (C4H6O)?
0.874 eV